(1)
Formula: C21H18FN3O3
Source: the OMol25 dataset
Level of theory: ωB97M-V/def2-TZVPD

CARTESIAN COORDINATES (ANGSTROEM)
C: 1.223 -2.156 4.567
C: -0.184 -1.928 4.163
C: -0.695 -1.765 2.846
C: -2.034 -1.583 3.032
C: -3.153 -1.300 2.081
N: -3.664 0.047 2.250
C: -4.749 0.206 3.193
C: -3.029 1.150 1.776
O: -3.407 2.278 2.018
C: -1.822 0.892 0.920
C: -0.561 1.145 1.470
C: 0.600 0.974 0.743
C: 0.470 0.547 -0.570
N: 1.403 0.282 -1.547
C: 0.720 -0.064 -2.582
C: 1.272 -0.447 -3.909
C: 2.500 0.367 -4.211
C: 3.767 -0.192 -4.286
C: 4.875 0.595 -4.551
C: 4.735 1.958 -4.740
C: 3.482 2.542 -4.667
C: 2.390 1.739 -4.403
F: 1.165 2.306 -4.340
O: -0.628 -0.073 -2.411
C: -0.808 0.319 -1.124
C: -1.970 0.484 -0.398
O: -2.305 -1.633 4.349
N: -1.155 -1.845 5.032
H: 1.287 -2.214 5.649
H: 1.850 -1.341 4.208
H: 1.591 -3.084 4.132
H: -0.151 -1.778 1.926
H: -3.978 -1.993 2.269
H: -2.788 -1.445 1.063
H: -4.960 1.270 3.280
H: -4.467 -0.191 4.170
H: -5.639 -0.314 2.832
H: -0.507 1.486 2.493
H: 1.572 1.166 1.167
H: 0.495 -0.275 -4.659
H: 1.522 -1.511 -3.904
H: 3.884 -1.254 -4.135
H: 5.853 0.140 -4.606
H: 5.600 2.572 -4.943
H: 3.341 3.602 -4.808
H: -2.942 0.320 -0.838

## Properties
E, hartree: -1300.88305
SMILES string: Cc1cc(CN(C)C(=O)c2ccc3nc(Cc4ccccc4F)oc3c2)on1
Multiplicity: 1

natural (NBO) population analysis, charges in e, atoms 1 to 4: -0.64 0.15 -0.35 0.31

---

(2)
Formula: C13H26BrN3O4P
Source: the OMol25 dataset
Level of theory: ωB97M-V/def2-TZVPD

CARTESIAN COORDINATES (ANGSTROEM)
N: -1.928 -0.442 -0.273
C: -0.863 -0.757 -0.395
O: 0.451 -0.791 -0.506
C: 1.000 0.483 -0.762
C: 0.860 1.588 0.349
C: 2.106 1.610 1.289
C: 3.314 2.535 0.945
C: 3.491 3.611 2.075
C: 2.260 4.487 2.382
O: 2.417 5.765 1.736
C: 0.161 2.858 -0.268
Br: 1.125 4.412 -0.927
C: -0.441 2.214 -1.597
N: 0.608 1.216 -2.005
P: 0.423 0.303 -3.546
N: 1.834 -0.287 -3.871
H: 2.067 0.245 -0.923
H: 0.065 1.212 1.035
H: 2.484 0.566 1.306
H: 1.751 1.791 2.318
H: 4.226 1.909 1.032
H: 3.346 2.944 -0.075
H: 4.401 4.192 1.848
H: 3.724 3.065 3.012
H: 1.280 4.020 2.171
H: 2.275 4.710 3.472
H: 1.552 6.195 1.796
H: -0.747 3.146 0.281
H: -0.532 2.959 -2.404
H: -1.419 1.764 -1.362
H: 1.387 1.860 -2.239
H: -0.451 -0.793 -3.324
H: 0.001 1.112 -4.629
H: 2.186 0.051 -4.764
O: -5.350 -5.987 -0.912
C: -4.500 -5.591 -0.166
O: -3.960 -4.366 -0.364
C: -3.081 -3.722 0.557
C: -1.645 -4.162 0.346
C: -3.956 -6.467 0.936
H: -3.415 -3.867 1.586
H: -3.166 -2.655 0.354
H: -1.522 -5.230 0.521
H: -0.973 -3.623 1.019
H: -1.337 -3.972 -0.685
H: -3.198 -7.131 0.521
H: -4.775 -7.063 1.334
H: -3.536 -5.916 1.775

## Properties
E, hartree: -3891.13759
Total charge: +1
Multiplicity: 1

natural (NBO) population analysis, charges in e, atoms 1 to 4: -0.35 0.52 -0.45 0.25

---

(3)
Formula: CHF2NO2
Source: the OMol25 dataset
Level of theory: ωB97M-V/def2-TZVPD

CARTESIAN COORDINATES (ANGSTROEM)
C: 0.071 -0.628 -0.102
N: -0.215 0.905 0.103
O: 0.271 1.545 -0.805
O: -0.653 1.301 1.138
F: -1.108 -1.364 -0.090
F: 0.756 -1.039 0.946
H: 0.878 -0.721 -1.190

## Properties
E, hartree: -443.52976
Multiplicity: 1
Energy relative to the best compared isomer or geometry (same formula, charge and spin), kJ/mol: 132.3

natural (NBO) population analysis, charges in e, atoms 1 to 4: 0.62 0.48 -0.36 -0.31

---

(4)
Formula: C34H44Cl2N3O2P3Tc
Source: the OMol25 dataset
Level of theory: ωB97M-V/def2-TZVPD

CARTESIAN COORDINATES (ANGSTROEM)
P: 0.205 -0.061 -2.491
C: -0.238 0.971 -3.881
C: 0.737 1.390 -4.805
H: 1.791 1.171 -4.624
C: 0.348 2.072 -5.958
H: 1.107 2.382 -6.677
C: -1.003 2.347 -6.189
H: -1.301 2.874 -7.097
C: -1.969 1.946 -5.261
H: -3.025 2.160 -5.441
C: -1.595 1.265 -4.105
H: -2.340 0.945 -3.374
C: 1.978 0.062 -2.247
C: 2.537 1.328 -1.985
H: 1.906 2.219 -2.026
C: 3.893 1.431 -1.679
H: 4.310 2.406 -1.418
C: 4.710 0.298 -1.732
H: 5.775 0.383 -1.515
C: 4.168 -0.943 -2.079
H: 4.806 -1.824 -2.163
C: 2.803 -1.071 -2.321
H: 2.374 -2.040 -2.587
C: -0.278 -1.757 -2.824
C: -0.056 -2.273 -4.116
H: 0.405 -1.641 -4.878
C: -0.426 -3.583 -4.415
H: -0.245 -3.975 -5.416
C: -1.026 -4.385 -3.438
H: -1.313 -5.409 -3.677
C: -1.258 -3.871 -2.158
H: -1.722 -4.490 -1.389
C: -0.900 -2.558 -1.850
H: -1.126 -2.145 -0.861
Tc: -1.320 1.199 1.532
C: 0.146 0.451 2.850
C: 1.241 -0.137 2.317
H: 0.040 0.514 3.945
C: 1.268 -0.224 0.810
O: 1.382 -1.611 0.438
H: 0.799 -1.824 -0.312
C: 0.014 0.421 0.327
H: 2.133 0.329 0.401
C: -0.662 0.581 -0.778
Cl: -2.095 1.987 3.705
Cl: -2.956 2.594 0.315
P: -0.251 3.270 1.571
C: -1.184 4.689 2.257
H: -1.222 4.603 3.348
H: -2.204 4.687 1.862
H: -0.677 5.617 1.966
C: 1.301 3.410 2.516
H: 2.032 2.689 2.134
H: 1.096 3.187 3.569
H: 1.703 4.428 2.422
C: 0.231 3.912 -0.067
H: -0.589 3.762 -0.777
H: 1.124 3.385 -0.421
H: 0.448 4.984 0.025
P: 2.504 -1.065 3.234
C: 2.501 -0.505 4.924
C: 4.047 -0.725 2.386
H: 1.538 -0.742 5.393
H: 2.671 0.579 4.967
H: 3.309 -1.023 5.459
H: 3.994 -1.099 1.354
H: 4.866 -1.222 2.922
H: 4.227 0.359 2.368
C: 2.067 -2.793 3.088
H: 1.022 -2.929 3.398
H: 2.733 -3.391 3.723
H: 2.158 -3.084 2.035
H: -1.634 1.044 -0.963
C: -2.860 -3.926 2.281
N: -3.419 -2.580 2.226
C: -4.707 -2.353 2.590
C: -5.178 -1.079 2.591
C: -4.299 -0.025 2.245
N: -3.022 -0.267 1.858
C: -2.573 -1.567 1.796
O: -1.439 -1.863 1.376
N: -4.746 1.234 2.338
H: -2.059 -3.975 3.029
H: -2.446 -4.214 1.309
H: -3.662 -4.610 2.564
H: -5.279 -3.238 2.863
H: -6.201 -0.850 2.872
H: -5.702 1.385 2.621
H: -4.244 1.999 1.878

## Properties
⟨S²⟩: 3.79
E, hartree: -3661.57241
Total charge: +2
Multiplicity: 4
Energy relative to the best compared isomer or geometry (same formula, charge and spin), kJ/mol: 13.6

Löwdin population analysis, charges in e, atoms 1 to 4: 1.15 -0.33 -0.07 0.11

---

(5)
Formula: C3H8NO2
Source: the OMol25 dataset
Level of theory: ωB97M-V/def2-TZVPD

CARTESIAN COORDINATES (ANGSTROEM)
O: -2.053 0.173 -0.101
C: -2.219 -0.785 -0.802
O: -2.055 -2.031 -0.374
H: -2.488 -0.705 -1.867
H: -2.167 -2.673 -1.091
C: 1.456 1.628 -0.035
C: 1.296 -0.513 1.115
N: 0.755 0.383 0.398
H: 2.479 1.641 0.299
H: 0.990 2.493 0.432
H: 1.221 1.626 -1.093
H: 2.243 -0.320 1.608
H: 0.806 -1.482 1.117
H: -0.262 0.564 0.393

## Properties
E, hartree: -324.05580
Total charge: +1
Multiplicity: 1
Energy relative to the best compared isomer or geometry (same formula, charge and spin), kJ/mol: 187.6

natural (NBO) population analysis, charges in e, atoms 1 to 4: -0.62 0.67 -0.66 0.12

---

(6)
Formula: C3H10NOSi2
Source: the OMol25 dataset
Level of theory: ωB97M-V/def2-TZVPD

CARTESIAN COORDINATES (ANGSTROEM)
C: 1.474 0.510 -1.729
C: -0.775 -0.955 0.641
C: -0.376 1.486 0.395
N: -1.071 0.292 -0.079
O: 1.818 0.758 -2.819
Si: -0.245 -2.144 -0.757
Si: 1.492 1.529 -0.083
H: 0.029 -0.791 1.362
H: -1.637 -1.305 1.216
H: -0.864 2.337 -0.088
H: -0.501 1.634 1.479
H: 0.943 -0.579 -1.522
H: -2.069 0.455 -0.115
H: -1.121 -2.268 -1.909
H: 0.791 -3.148 -0.551
H: 2.316 0.674 0.782
H: 2.004 2.857 -0.383

## Properties
E, hartree: -828.91329
Total charge: +1
Multiplicity: 1
Energy relative to the best compared isomer or geometry (same formula, charge and spin), kJ/mol: 52.8

natural (NBO) population analysis, charges in e, atoms 1 to 4: 0.24 -0.69 -0.62 -0.67

---

(7)
Formula: C5H5NO5
Source: the OMol25 dataset
Level of theory: ωB97M-V/def2-TZVPD

CARTESIAN COORDINATES (ANGSTROEM)
C: -0.834 -0.362 1.266
C: -0.306 -0.727 -0.964
C: 2.976 1.153 -0.813
C: -1.487 0.886 0.553
C: -1.065 0.613 -0.922
N: -0.303 -1.124 0.259
O: 3.965 0.822 -1.295
O: -0.826 -0.492 2.430
O: 0.146 -1.230 -1.930
O: 1.981 1.403 -0.295
O: 0.614 -3.113 1.202
H: -2.578 1.091 0.771
H: -0.981 1.795 0.740
H: -0.217 1.210 -1.229
H: -1.761 0.682 -1.802
H: 0.676 -2.607 2.029

## Properties
E, hartree: -624.32321
Multiplicity: 1
Energy relative to the best compared isomer or geometry (same formula, charge and spin), kJ/mol: 457.0

natural (NBO) population analysis, charges in e, atoms 1 to 4: 0.66 0.62 1.03 -0.49

---

(8)
Formula: C9H14N2O2
Source: the OMol25 dataset
Level of theory: ωB97M-V/def2-TZVPD

CARTESIAN COORDINATES (ANGSTROEM)
O: -0.475 -5.560 1.025
C: -0.190 -4.353 0.987
C: -0.073 -3.551 2.251
C: 0.547 -2.318 2.179
N: 0.937 -1.636 1.007
C: 0.804 -2.236 -0.190
O: 1.094 -1.765 -1.275
N: 0.099 -3.508 -0.173
H: -0.478 -4.007 3.203
H: 0.746 -1.677 3.116
H: 1.228 -0.613 1.112
H: 0.036 -4.121 -1.020
C: 0.110 1.203 -0.867
C: 0.924 2.367 -1.408
C: -0.078 3.559 -0.985
C: -1.152 2.951 -0.113
C: -1.311 1.629 -0.655
H: 0.267 0.258 -1.561
H: 0.468 0.826 0.176
H: 0.912 2.193 -2.449
H: 2.122 2.579 -1.175
H: -0.435 4.015 -1.874
H: 0.256 4.550 -0.464
H: -2.077 3.663 -0.164
H: -0.915 3.013 0.945
H: -1.614 1.607 -1.711
H: -1.752 0.931 0.081

## Properties
E, hartree: -611.27901
SMILES string: O=c1cc[nH]c(=O)[nH]1.C1CCCC1
Multiplicity: 1
Energy relative to the best compared isomer or geometry (same formula, charge and spin), kJ/mol: 224.8

natural (NBO) population analysis, charges in e, atoms 1 to 4: -0.57 0.65 -0.38 0.05

---

Question: The highest E belongs to which entry?
Answer: C3H8NO2

---

What did the fifth record say?
Formula: C3H8NO2
Source: the OMol25 dataset
Level of theory: ωB97M-V/def2-TZVPD

CARTESIAN COORDINATES (ANGSTROEM)
O: -2.053 0.173 -0.101
C: -2.219 -0.785 -0.802
O: -2.055 -2.031 -0.374
H: -2.488 -0.705 -1.867
H: -2.167 -2.673 -1.091
C: 1.456 1.628 -0.035
C: 1.296 -0.513 1.115
N: 0.755 0.383 0.398
H: 2.479 1.641 0.299
H: 0.990 2.493 0.432
H: 1.221 1.626 -1.093
H: 2.243 -0.320 1.608
H: 0.806 -1.482 1.117
H: -0.262 0.564 0.393

## Properties
E, hartree: -324.05580
Total charge: +1
Multiplicity: 1
Energy relative to the best compared isomer or geometry (same formula, charge and spin), kJ/mol: 187.6

natural (NBO) population analysis, charges in e, atoms 1 to 4: -0.62 0.67 -0.66 0.12

---

Question: What is the E in the sixth record?
Answer: -828.91329 hartree

---

Question: Which value of multiplicity does entry 7 give?
Answer: 1